The following is a quantum chemistry calculation of C14H13F6N3O4S2 as an isolated structure, from the Open Molecules 2025 dataset.

The orbital gap is 6.5 eV. Its net charge is 0. As for the highest occupied orbital energy: -8.955 eV.

Cartesian coordinates (Å):
C -0.5659 6.2026 -0.6686
C -0.1852 4.7464 -0.6183
C -1.1378 3.7624 -0.8969
C -0.7930 2.4246 -0.8739
C 0.5076 2.0265 -0.5691
C 0.8541 0.5530 -0.5855
C 0.7951 0.0108 -1.9914
C 1.3307 0.6521 -3.0966
C 1.2118 0.0705 -4.3688
N 0.6053 -1.0801 -4.5854
N 0.0963 -1.6535 -3.5163
C 0.1524 -1.2062 -2.2688
C 1.4547 2.9991 -0.2778
C 1.1052 4.3428 -0.3012
H 0.2471 6.8434 -0.3375
H -1.4505 6.3827 -0.0558
H -0.8470 6.4688 -1.6900
H -2.1572 4.0562 -1.1192
H -1.5474 1.6771 -1.0953
H 1.8385 0.3711 -0.1543
H 0.1158 0.0185 0.0183
H 1.8269 1.6097 -2.9907
H 1.6213 0.5642 -5.2394
H -0.3842 -2.5287 -3.6954
H -0.3287 -1.7729 -1.4806
H 2.4696 2.7046 -0.0363
H 1.8426 5.0998 -0.0611
C 1.4217 -3.1637 1.3483
F 1.8949 -2.3860 0.3453
F 1.4890 -4.4299 0.9444
F 2.2176 -3.0101 2.3987
S -0.3083 -2.6470 1.7091
O -0.9868 -2.8714 0.4458
O -0.1898 -1.2648 2.0966
N -0.5896 -3.6770 2.8427
S -2.0074 -3.6968 3.5764
O -3.0870 -4.1436 2.7453
O -2.2406 -2.5717 4.4321
C -1.6346 -5.1057 4.7022
F -0.6073 -4.8228 5.5028
F -1.3417 -6.2088 4.0124
F -2.7078 -5.3460 5.4537

***

The following is a quantum chemistry calculation of C14H13N11O2Sc as an isolated structure, from the Open Molecules 2025 dataset.

The orbital gap is 7.1 eV. Its net charge is +1. As for the highest occupied orbital energy: -11.758 eV. As for the energy above the lowest of the compared OMol25 structures with the same formula, charge and spin: 0.3 kcal per mole.

Cartesian coordinates (Å):
Sc -0.0963 0.1785 -0.0488
O 6.4615 -0.4563 2.3579
C 6.2690 -0.0922 1.0104
C 4.7986 -0.1419 0.7115
C 4.3403 -0.1430 -0.5986
C 2.9836 -0.1567 -0.8234
N 2.0827 -0.1683 0.1676
C 2.5195 -0.1534 1.4457
C 3.8655 -0.1594 1.7428
C 1.4668 -0.1390 2.5021
C 1.7513 -0.1008 3.8471
C 0.7106 -0.0842 4.7759
C 1.0433 -0.0202 6.2478
O 2.0721 -0.9265 6.5869
C -0.5942 -0.1246 4.3132
C -0.8207 -0.1513 2.9515
N 0.1841 -0.1541 2.0670
H 7.4010 -0.4454 2.5634
H 6.8001 -0.7532 0.3194
H 6.6107 0.9322 0.8184
H 5.0229 -0.1362 -1.4376
H 2.5983 -0.1582 -1.8361
H 4.2185 -0.1781 2.7616
H 2.7708 -0.0949 4.2039
H 0.1416 -0.1606 6.8472
H 1.4326 0.9748 6.4704
H 1.7041 -1.8110 6.6834
H -1.4345 -0.1284 4.9942
H -1.8241 -0.1790 2.5441
N -2.5582 2.6563 -0.1512
C -2.9584 1.3413 -0.1267
N -4.1811 0.9209 0.0639
N -4.0803 -0.4388 0.0652
N -2.8763 -0.8163 -0.1176
N -2.1012 0.3123 -0.2576
C -1.2401 3.0273 -0.0870
N -0.7911 4.2349 0.1315
N 0.5652 4.1028 0.1502
N 0.9248 2.8985 -0.0456
N -0.2241 2.1495 -0.2216
H -3.2604 3.3683 -0.0255

***

The following is a quantum chemistry calculation of C14H13N4ORuS2 as an isolated structure, from the Open Molecules 2025 dataset.

The orbital gap (alpha / beta) is 7.2 / 6.7 eV. Its net charge is +2. As for the highest occupied orbital energy (alpha / beta): -15.058 / -14.915 eV. As for the energy above the lowest of the compared OMol25 structures with the same formula, charge and spin: 0.0 kcal per mole. The expectation value of S² is 0.761. Its multiplicity is 2.

Cartesian coordinates (Å):
Ru -0.3722 -0.4684 -0.9492
C 4.8279 -1.1027 -0.6252
N 3.9050 -0.8486 0.4887
C 4.2790 -0.5092 1.7754
C 3.1576 -0.3810 2.4978
N 2.0867 -0.6530 1.6421
C 2.5755 -0.9260 0.4130
S 1.7830 -1.2920 -1.0647
C 0.7438 -0.7811 2.0699
C 0.4705 -0.9563 3.4160
C -0.8377 -1.1413 3.8182
C -1.8518 -1.1551 2.8745
C -1.5085 -0.9454 1.5620
N -0.2322 -0.7508 1.1594
H 5.8420 -1.0965 -0.2386
H 4.7242 -0.3305 -1.3844
H 4.6224 -2.0727 -1.0700
H 5.3069 -0.3708 2.0621
H 3.0347 -0.0855 3.5223
H 1.2618 -0.9755 4.1481
H -1.0629 -1.2763 4.8678
H -2.8823 -1.3236 3.1509
H -2.2649 -0.9260 0.7875
O -1.9296 -0.5231 -2.1942
N -2.5631 0.6167 -2.5595
C -3.6794 0.5047 -3.3081
C -4.3413 1.6276 -3.7185
C -3.8429 2.8827 -3.3589
C -2.7058 2.9577 -2.5829
C -2.0676 1.7900 -2.1837
S -0.6276 1.8058 -1.2086
H -3.9841 -0.5039 -3.5456
H -5.2338 1.5178 -4.3165
H -4.3419 3.7870 -3.6790
H -2.2912 3.9056 -2.2680

***

The following is a quantum chemistry calculation of an isolated molecule of C14H13NO, from the Open Molecules 2025 dataset.

The orbital gap is 8.7 eV. Its structure (SMILES) is CC(C)c1cc(C#Cc2ccccc2)on1. Its net charge is 0. As for the highest occupied orbital energy: -8.597 eV.

Cartesian coordinates (Å):
C 2.7994 2.8449 2.8627
C 1.8155 3.3422 1.7516
C 2.5120 3.3201 0.3286
C 0.5685 2.5139 1.5931
C 0.3483 1.3478 0.7276
C -0.9439 0.9523 0.8218
C -1.4663 -0.2329 0.2362
C -1.8259 -1.2192 -0.3604
C -1.8376 -2.3765 -1.2357
C -3.0049 -2.6527 -1.8779
C -3.1334 -3.8209 -2.5320
C -1.9892 -4.6250 -2.7899
C -0.7774 -4.3647 -2.1444
C -0.7558 -3.3416 -1.2070
O -1.5580 1.9135 1.5748
N -0.6282 2.8826 1.9737
H 3.7659 2.5118 2.4430
H 2.2875 1.9890 3.3874
H 2.9207 3.7374 3.5135
H 1.5119 4.3568 1.9922
H 3.4981 3.8415 0.4248
H 1.8983 3.7622 -0.4873
H 2.6768 2.3150 -0.0343
H 1.0368 0.8012 0.1545
H -3.9418 -2.0087 -1.7837
H -4.0839 -4.0189 -2.9443
H -1.8799 -5.5470 -3.3663
H 0.0225 -5.0335 -2.3689
H 0.1644 -3.1902 -0.6533

***

The following is a quantum chemistry calculation of an isolated ion of composition C14H13O5 and charge -1, from the Open Molecules 2025 dataset.

The orbital gap is 5.9 eV. Its structure (SMILES) is CCOC(=O)[C@@H](c1ccccc1)[C@H]1C=C([O-])OC1=O. Its net charge is -1. As for the highest occupied orbital energy: -2.851 eV.

Cartesian coordinates (Å):
C -2.5592 2.9586 -2.2840
C -1.2906 2.1891 -2.4120
O -1.2367 1.3289 -1.2235
C -0.1854 0.4920 -1.2117
O 0.4324 0.3124 -2.2688
C -0.0859 -0.2895 0.1025
C 0.9141 -1.4331 0.1515
C 1.9838 -1.4754 -0.7469
C 2.6874 -2.6984 -0.8958
C 2.4575 -3.7966 -0.0347
C 1.4328 -3.6548 0.9204
C 0.7017 -2.4630 1.0653
C 0.0568 0.6202 1.4466
C -0.8461 1.6988 1.4954
C -1.2723 1.9229 2.8605
O -2.1287 2.6087 3.3833
O -0.5283 1.0385 3.6714
C 0.2607 0.2117 2.9019
O 1.0209 -0.6150 3.3690
H -2.5898 3.7985 -2.9690
H -3.4035 2.2999 -2.4940
H -2.6870 3.3305 -1.2713
H -1.2715 1.6080 -3.3353
H -0.3843 2.7900 -2.3373
H -1.1070 -0.6103 0.2857
H 2.1611 -0.6208 -1.4246
H 3.4521 -2.7703 -1.6831
H 3.1078 -4.6944 -0.0742
H 1.2634 -4.4762 1.6108
H -0.0614 -2.3491 1.8408
H 1.1081 0.6069 0.8921
H -1.4027 2.1311 0.6689

***

The following is a quantum chemistry calculation of C14H14BBaF9N6O as an isolated structure, from the Open Molecules 2025 dataset.

The orbital gap (alpha / beta) is 4.4 / 3.7 eV. Its net charge is +2. As for the highest occupied orbital energy (alpha / beta): -15.279 / -15.283 eV. As for the energy above the lowest of the compared OMol25 structures with the same formula, charge and spin: 0.0 kcal per mole.

Cartesian coordinates (Å):
C -2.6903 -0.0642 -1.9481
N -1.3489 -0.1195 -1.7822
N -0.7973 0.2103 -3.0177
C -1.7773 0.5654 -3.8812
C -3.0138 0.4367 -3.2343
B 0.7398 0.0641 -3.2738
N 1.6578 1.1476 -2.6049
N 1.9295 1.1117 -1.2445
C 2.8535 2.0736 -1.0192
C 3.0876 2.8148 -2.1970
C 2.3377 2.1639 -3.1799
Ba -0.1356 0.7324 0.5269
N 1.1622 -1.3190 -2.6824
N 1.0524 -1.6496 -1.3538
C 1.5073 -2.9175 -1.2414
C 1.9221 -3.3988 -2.5082
C 1.6777 -2.3453 -3.3833
H 1.5265 -3.4446 -0.3006
H 1.8148 -2.2181 -4.4373
H 2.3320 -4.3550 -2.7641
H 0.9450 0.0525 -4.4563
H 2.2166 2.3522 -4.2329
H -1.5226 0.8629 -4.8864
H 3.6933 3.6944 -2.3232
H -3.9840 0.6565 -3.6415
H 3.3250 2.1889 -0.0527
H -3.3677 -0.3703 -1.1635
H 2.2842 0.8005 2.2453
C 1.8573 1.5946 2.8860
H 2.6369 2.3386 3.1031
H 0.9901 2.1173 2.4290
H 1.5302 1.1476 3.8295
F -0.8073 -2.6771 3.4973
C -0.9293 -1.5743 4.2936
F -1.5528 -1.9585 5.4305
F 0.3367 -1.1772 4.6375
C -1.6541 -0.4237 3.4877
O -0.7632 -0.0656 2.5428
C -2.9285 -0.8934 2.6774
F -3.8308 -1.5322 3.4485
F -3.5325 0.2093 2.1065
F -2.5779 -1.7293 1.6440
C -1.9794 0.8976 4.3220
F -3.1142 0.8002 5.0575
F -0.9655 1.2333 5.1661
F -2.1436 1.9664 3.4789